{
  "formula": "C31H33N8ORuS2",
  "method": "ωB97M-V/def2-TZVPD",
  "orbital_gap_ev": [6.940, 7.373],
  "multiplicity": 2,
  "e_homo_ev": [-7.39, -7.30],
  "s2": 0.78,
  "symbols": ["Ru", "N", "C", "C", "C", "C", "C", "C", "C", "C", "C", "C", "C", "C", "H", "H", "H", "H", "H", "H", "H", "H", "H", "H", "C", "C", "O", "N", "C", "C", "C", "C", "C", "C", "N", "H", "H", "H", "H", "H", "H", "H", "H", "H", "H", "S", "C", "S", "C", "C", "N", "C", "N", "C", "C", "N", "C", "N", "C", "C", "C", "N", "C", "H", "H", "H", "H", "H", "H", "H", "H", "H", "H", "H", "H", "H"],
  "coordinates": [[0.229, 0.562, -0.187], [2.629, 0.539, -0.331], [3.273, -0.299, -1.277], [4.300, -1.147, -0.884], [4.975, -1.913, -1.821], [4.601, -1.848, -3.156], [3.542, -1.035, -3.531], [2.863, -0.247, -2.603], [1.713, 0.593, -3.019], [1.820, 1.334, -4.202], [0.755, 2.071, -4.684], [-0.456, 2.040, -4.008], [-0.571, 1.303, -2.839], [0.512, 0.597, -2.299], [3.024, 0.445, 0.594], [2.602, 1.509, -0.627], [4.577, -1.195, 0.164], [5.794, -2.549, -1.510], [5.129, -2.433, -3.898], [3.217, -1.018, -4.564], [2.769, 1.349, -4.726], [0.865, 2.656, -5.589], [-1.300, 2.613, -4.373], [-1.523, 1.290, -2.327], [1.709, -3.358, 2.378], [0.878, -2.164, 1.971], [1.044, -1.617, 0.886], [-0.038, -1.771, 2.886], [-0.820, -0.542, 2.754], [0.007, 0.670, 3.104], [-0.182, 1.360, 4.286], [0.635, 2.444, 4.573], [1.636, 2.770, 3.680], [1.749, 2.029, 2.514], [0.944, 1.011, 2.205], [2.255, -3.722, 1.513], [1.084, -4.154, 2.783], [2.425, -3.056, 3.145], [-0.010, -2.209, 3.791], [-1.697, -0.614, 3.394], [-1.135, -0.476, 1.716], [-0.972, 1.064, 4.964], [0.481, 3.031, 5.469], [2.307, 3.598, 3.860], [2.502, 2.292, 1.783], [-1.510, 2.189, 0.526], [-0.307, 3.404, 0.668], [0.963, 3.194, -0.446], [-0.369, 4.403, 1.614], [0.652, 5.394, 1.719], [1.470, 6.198, 1.838], [-1.399, 4.406, 2.606], [-2.199, 4.373, 3.435], [-1.215, -4.491, -2.099], [-0.059, -3.524, -2.239], [-0.373, -2.298, -1.534], [-1.604, -1.849, -1.202], [-1.710, -0.740, -0.508], [-3.037, -0.235, -0.178], [-4.075, -1.340, -0.097], [-4.023, -2.128, -1.385], [-2.670, -2.619, -1.583], [-2.483, -3.752, -2.476], [-1.294, -4.826, -1.063], [-1.067, -5.360, -2.739], [0.129, -3.324, -3.300], [0.854, -3.944, -1.815], [0.373, -1.650, -1.334], [-3.349, 0.504, -0.925], [-2.981, 0.287, 0.776], [-5.069, -0.915, 0.048], [-3.847, -2.004, 0.741], [-4.334, -1.495, -2.225], [-4.687, -2.992, -1.351], [-2.425, -3.425, -3.522], [-3.352, -4.402, -2.376]],
  "mulliken_spin": [1.052, 0.012, -0.005, 0.003, -0.002, 0.003, -0.005, 0.012, 0.001, -0.006, 0.006, -0.009, -0.028, -0.060, 0.003, -0.002, 0.000, 0.000, 0.000, 0.000, 0.000, 0.000, -0.001, 0.003, 0.005, 0.001, 0.028, -0.003, 0.017, 0.001, -0.001, 0.002, -0.003, -0.001, 0.005, -0.001, 0.000, 0.000, 0.000, 0.001, -0.006, 0.000, 0.000, 0.000, 0.005, -0.075, -0.010, -0.022, 0.016, 0.000, 0.001, 0.004, -0.001, 0.001, 0.000, 0.019, 0.018, -0.001, 0.003, 0.002, 0.000, 0.002, 0.000, 0.000, 0.000, 0.000, 0.000, 0.012, 0.003, -0.002, 0.000, 0.000, 0.000, 0.000, 0.000, 0.000]
}

{
  "formula": "C18H26N2O5",
  "method": "ωB97M-V/def2-TZVPD",
  "orbital_gap_ev": 8.822,
  "multiplicity": 1,
  "e_homo_ev": -7.98,
  "smiles": "CCOC(=O)N1CCN(C(=O)c2ccc(OCC)c(OCC)c2)CC1",
  "symbols": ["C", "C", "O", "C", "O", "N", "C", "C", "N", "C", "O", "C", "C", "C", "C", "O", "C", "C", "C", "O", "C", "C", "C", "C", "C", "H", "H", "H", "H", "H", "H", "H", "H", "H", "H", "H", "H", "H", "H", "H", "H", "H", "H", "H", "H", "H", "H", "H", "H", "H", "H"],
  "coordinates": [[5.267, 2.353, -1.502], [4.275, 1.247, -1.830], [4.169, 0.300, -0.768], [3.363, 0.646, 0.251], [2.737, 1.679, 0.308], [3.375, -0.285, 1.249], [2.318, -0.229, 2.239], [1.307, -1.371, 1.967], [1.449, -1.822, 0.606], [0.638, -1.467, -0.426], [0.867, -1.817, -1.568], [-0.578, -0.675, -0.069], [-0.502, 0.677, 0.212], [-1.661, 1.397, 0.466], [-2.902, 0.783, 0.439], [-4.096, 1.381, 0.700], [-4.155, 2.780, 0.877], [-4.036, 3.547, -0.437], [-2.983, -0.597, 0.132], [-4.241, -1.115, 0.137], [-4.459, -2.424, -0.346], [-4.347, -2.520, -1.865], [-1.821, -1.304, -0.120], [2.727, -2.445, 0.324], [3.847, -1.631, 1.008], [4.912, 2.926, -0.650], [6.240, 1.929, -1.263], [5.368, 3.016, -2.356], [3.286, 1.671, -2.027], [4.604, 0.661, -2.691], [1.843, 0.749, 2.154], [2.755, -0.329, 3.237], [1.512, -2.222, 2.626], [0.285, -1.033, 2.139], [0.449, 1.187, 0.215], [-1.572, 2.449, 0.683], [-3.395, 3.116, 1.595], [-5.141, 2.952, 1.318], [-4.817, 3.224, -1.121], [-3.073, 3.366, -0.907], [-4.146, 4.612, -0.252], [-5.481, -2.655, -0.034], [-3.782, -3.138, 0.140], [-5.042, -1.824, -2.328], [-4.589, -3.530, -2.187], [-3.342, -2.274, -2.198], [-1.849, -2.354, -0.362], [2.728, -3.480, 0.682], [2.844, -2.445, -0.762], [4.739, -1.598, 0.386], [4.106, -2.062, 1.979]],
  "mulliken_charge": [-1.132, -0.300, -0.392, 0.795, -0.678, 0.071, -0.953, -0.611, 0.090, 0.241, -0.704, -1.315, -0.500, -0.576, 1.093, -0.519, -0.453, -1.084, 0.812, -0.538, -0.414, -1.086, -0.093, -0.869, -0.726, 0.312, 0.294, 0.392, 0.301, 0.362, 0.515, 0.273, 0.442, 0.321, 0.715, 0.369, 0.347, 0.355, 0.317, 0.338, 0.373, 0.371, 0.335, 0.320, 0.375, 0.343, 0.501, 0.381, 0.460, 0.361, 0.370]
}

{
  "formula": "C4H7NO2",
  "method": "ωB97M-V/def2-TZVPD",
  "orbital_gap_ev": 9.473,
  "multiplicity": 1,
  "e_homo_ev": -8.77,
  "smiles": "NC(=O)C[C@H]1CO1",
  "symbols": ["N", "C", "O", "C", "C", "C", "O", "H", "H", "H", "H", "H", "H", "H"],
  "coordinates": [[0.656, -0.490, 2.527], [0.060, -0.670, 1.315], [-0.637, -1.637, 1.059], [0.304, 0.426, 0.293], [0.292, -0.028, -1.160], [-0.947, 0.238, -2.194], [0.196, 1.055, -1.997], [0.445, -1.147, 3.264], [1.166, 0.345, 2.764], [1.289, 0.894, 0.432], [-0.438, 1.224, 0.446], [0.887, -0.892, -1.417], [-1.256, -0.277, -1.232], [-0.816, -0.397, -3.076]],
  "mulliken_charge": [-0.384, 0.561, -0.603, -0.593, -0.057, -0.605, -0.334, 0.244, 0.202, 0.317, 0.271, 0.414, 0.381, 0.185]
}

{
  "formula": "C5H12NOS",
  "method": "ωB97M-V/def2-TZVPD",
  "orbital_gap_ev": 5.870,
  "multiplicity": 1,
  "total_charge": -1,
  "e_homo_ev": -2.51,
  "symbols": ["C", "N", "C", "O", "C", "C", "C", "S", "H", "H", "H", "H", "H", "H", "H", "H", "H", "H", "H", "H"],
  "coordinates": [[0.322, 0.059, -0.239], [1.486, -0.810, -0.439], [1.084, -2.006, -0.768], [-0.147, -2.704, -0.735], [-0.374, -0.301, 0.991], [0.510, 0.946, 1.009], [-0.313, 2.239, 1.270], [-1.592, 2.468, 0.044], [-0.132, 0.527, -1.100], [-3.188, -2.062, 0.270], [1.836, 1.783, -2.381], [1.888, -2.694, -1.056], [-0.025, -1.887, -1.423], [-1.444, -0.125, 1.083], [-0.077, -1.116, 1.617], [1.514, 0.865, 1.412], [1.520, 2.103, -2.973], [-0.562, 2.153, 2.343], [0.464, 3.010, 1.287], [-2.770, -2.448, -0.214]],
  "mulliken_charge": [-0.035, -0.520, -0.318, -0.414, -0.478, -0.473, -0.986, -0.599, 0.523, 0.126, -0.120, 0.409, 0.403, 0.227, 0.248, 0.449, 0.120, 0.273, 0.292, -0.129]
}

> multiplicity of number 3 (C4H7NO2)?

1